(1)
10
Properties=species:S:1:pos:R:3:nbo_charge:R:1 method="wB97M-V/def2-TZVPD" orbital_gap_ev=8.99 e_lumo_ev=0.204 homo_ev=-8.784 energy_ha=-570.182666 max_force_ev_per_a=3.514 relative_energy_kj_mol=136.2
C -2.57113 -0.37958 -0.03134 -0.30
C -1.22432 -0.34236 0.02798 -0.29
C -0.47843 0.87809 0.03146 0.04
N 0.78290 1.04189 -0.03868 -0.48
S 1.58837 -0.50157 0.00746 0.11
H -3.12484 -1.30817 0.08996 0.20
H -3.23082 0.55116 -0.08988 0.20
H -0.72139 -1.21986 -0.09143 0.21
H -1.00062 1.83127 0.11764 0.19
H 2.82680 -0.05936 -0.04341 0.12

(2)
11
Properties=species:S:1:pos:R:3:nbo_charge:R:1 method="wB97M-V/def2-TZVPD" orbital_gap_ev=8.19 e_lumo_ev=-0.669 homo_ev=-8.861 energy_ha=-968.375306 max_force_ev_per_a=1.892 relative_energy_kj_mol=183.2
C -0.69134 -0.78662 1.14507 -0.68
C -0.89015 0.30248 0.06413 -0.14
S -2.23908 0.51702 -0.79137 0.12
C 0.23528 1.19987 -0.27833 0.01
N 1.25363 0.95385 -0.98424 -0.50
S 1.39613 -0.69496 -1.48205 0.14
H -1.41172 -0.59057 1.93280 0.25
H -0.93343 -1.74120 0.64353 0.25
H 0.35964 -0.76953 1.43244 0.23
H 0.26395 2.24389 0.08967 0.21
H 2.65709 -0.63423 -1.77165 0.12

(3)
10
Properties=species:S:1:pos:R:3:nbo_charge:R:1 method="wB97M-V/def2-TZVPD" orbital_gap_ev=6.63 e_lumo_ev=-2.478 homo_ev=-9.104 energy_ha=-461.377829 max_force_ev_per_a=2.567 relative_energy_kj_mol=354.0
C 2.75214 -0.00549 0.01303 -0.14
C -1.12446 1.32884 0.12032 -0.20
C -1.03879 0.15546 -0.51314 -0.76
N 3.86979 0.27677 0.02193 -0.59
Si -0.31097 -1.39510 0.18189 1.34
H -1.52449 2.20667 -0.36140 0.21
H -0.78839 1.45548 1.13563 0.21
H -1.37956 0.10659 -1.54420 0.25
H -0.15099 -1.56045 1.61371 -0.15
H -0.30427 -2.56877 -0.66778 -0.16

(4)
13
Properties=species:S:1:pos:R:3:nbo_charge:R:1 method="wB97M-V/def2-TZVPD" orbital_gap_ev="6.03 / 6.11" e_lumo_ev="-0.520 / -0.947" homo_ev="-6.548 / -7.052" energy_ha=-979.505372 max_force_ev_per_a=4.132 spin_multiplicity=4
O 1.03897 0.88064 -1.15308 -0.65
C 0.91638 -0.06809 0.16991 0.98
C 1.72678 0.08499 -2.09463 -0.10
O -0.24997 -0.56091 0.40735 -0.98
O 1.89812 -1.05457 -0.07825 -0.54
C 2.65679 -0.75786 -1.23720 -0.09
H 2.26984 0.73712 -2.78967 0.18
H 1.01296 -0.56002 -2.63613 0.16
H 3.55647 -0.18324 -0.95853 0.16
H 2.93809 -1.70252 -1.71778 0.19
Nd -2.78913 -0.01609 0.91178 0.94
O 1.33435 0.91275 1.03732 -0.77
H 1.55424 1.68055 0.27698 0.51

(5)
13
Properties=species:S:1:pos:R:3:mulliken_charge:R:1 method="wB97M-V/def2-TZVPD" orbital_gap_ev="6.50 / 8.19" e_lumo_ev="-11.807 / -10.116" homo_ev="-18.305 / -18.305" energy_ha=-979.046360 max_force_ev_per_a=5.237 total_charge=+2 relative_energy_kj_mol=0.0 spin_multiplicity=4
O 1.07422 1.38524 -0.35575 -0.31
C 1.09467 0.13303 -0.72578 0.77
C 1.98382 2.15682 -1.16942 -0.23
O 0.61743 -0.77331 -0.04369 -0.68
O 1.88607 -0.10411 -1.73400 -0.28
C 2.49005 1.12706 -2.18777 -0.25
Nd -1.48758 -1.37034 1.45801 2.22
H 2.76997 2.54296 -0.51336 0.27
H 1.42386 2.98030 -1.62117 0.29
H 3.57569 0.99888 -2.17615 0.28
H 2.13739 1.31418 -3.20671 0.29
O -3.11946 0.04473 0.92396 -0.73
H -3.50271 0.22462 0.06605 0.35

(6)
13
Properties=species:S:1:pos:R:3:nbo_charge:R:1 method="wB97M-V/def2-TZVPD" orbital_gap_ev="5.29 / 6.88" e_lumo_ev="3.628 / 3.606" homo_ev="-1.657 / -3.276" energy_ha=-1926.565543 max_force_ev_per_a=2.062 total_charge=-1 spin_multiplicity=3
O -0.49123 -1.66415 -0.26933 -0.74
C -0.86387 1.33829 -0.08069 0.97
C 0.74327 -1.16935 0.19672 -0.09
O -1.40323 1.52329 1.04642 -0.91
O 0.49132 1.28356 -0.00858 -0.56
C 1.17940 0.12196 -0.47378 -0.09
H 1.51057 -1.93110 -0.00703 0.15
H 0.71430 -1.00411 1.28920 0.17
H 1.06860 0.03927 -1.56552 0.17
H 2.23265 0.31174 -0.23298 0.18
Ni -2.81053 0.87303 2.08159 -0.02
O -1.43871 1.22867 -1.17733 -0.75
H -0.93256 -0.95111 -0.79868 0.50

(7)
12
Properties=species:S:1:pos:R:3:nbo_charge:R:1 method="wB97M-V/def2-TZVPD" orbital_gap_ev=7.28 e_lumo_ev=3.496 homo_ev=-3.781 energy_ha=-1064.215321 max_force_ev_per_a=3.036 total_charge=-1 relative_energy_kj_mol=61.6
C -1.49132 -0.05243 -0.67328 0.75
C -0.12168 -1.06559 1.22400 -0.40
C -0.50019 -0.03585 0.46831 -0.28
O -2.18184 -0.98093 -0.93667 -0.59
O -1.62628 1.13964 -1.40032 -0.71
S 0.04928 1.53272 0.94408 -0.43
S 2.38732 0.31216 -1.26051 -0.49
H -0.56458 -2.05877 1.04447 0.18
H 0.46256 -1.00483 2.10445 0.19
H 1.52915 1.05897 -0.29380 0.19
H -0.89821 1.58421 -0.91859 0.48
H 2.95580 -0.42929 -0.30214 0.12

(8)
12
Properties=species:S:1:pos:R:3:nbo_charge:R:1 method="wB97M-V/def2-TZVPD" orbital_gap_ev=7.20 e_lumo_ev=3.457 homo_ev=-3.741 energy_ha=-1064.207477 max_force_ev_per_a=3.698 total_charge=-1 relative_energy_kj_mol=82.2
C -1.45697 0.15619 -0.42752 0.88
C 0.92197 -1.05671 0.43317 -0.68
C 0.44158 0.23766 -0.16249 -0.46
O -1.82646 0.47196 -1.52651 -0.71
O -1.87035 -0.31497 0.58629 -0.72
S 0.53431 1.54200 1.13458 -0.13
S 1.11366 0.81167 -1.76409 -0.13
H 0.09019 -1.44654 0.97140 0.24
H 1.72355 -0.94630 1.22028 0.19
H 1.05961 -1.86796 -0.31061 0.20
H -0.57673 1.35708 1.85189 0.13
H -0.15435 1.05592 -2.00639 0.19

(9)
11
Properties=species:S:1:pos:R:3:nbo_charge:R:1 method="wB97M-V/def2-TZVPD" orbital_gap_ev=9.72 e_lumo_ev=-6.397 homo_ev=-16.116 energy_ha=-342.622418 max_force_ev_per_a=6.535 total_charge=+1 relative_energy_kj_mol=223.1
C 2.44407 -0.31521 0.33314 0.40
C 0.21751 1.12874 -0.15629 0.77
C -0.95924 0.43681 0.06433 -0.27
O 0.88130 2.07322 -0.17873 -0.23
O -2.17748 1.20941 -0.00766 -0.61
O 3.06268 0.65696 0.14987 -0.35
H 1.17320 -0.16183 0.19785 -0.01
H 2.79038 -1.31505 0.62896 0.22
H -0.73926 0.00245 1.17260 0.29
H -1.02228 -0.31340 -0.69135 0.29
H -2.23424 1.71386 0.77224 0.49

(10)
12
Properties=species:S:1:pos:R:3:nbo_charge:R:1 method="wB97M-V/def2-TZVPD" orbital_gap_ev="5.78 / 8.64" e_lumo_ev="0.374 / -1.522" homo_ev="-5.403 / -10.165" energy_ha=-684.249046 max_force_ev_per_a=3.454 relative_energy_kj_mol=0.0 spin_multiplicity=3
C 2.17266 0.34293 -0.87350 -0.33
C 1.46103 -0.00795 0.17283 -0.30
C 0.21193 0.71424 0.49526 0.07
O -1.09803 -1.51847 0.66171 -0.99
O -0.08292 1.46667 1.37422 -0.47
O -2.87220 0.12159 -0.07867 -1.02
P -1.37360 -0.37284 -0.46088 1.38
H 3.06104 -0.23163 -1.13240 0.19
H 1.79406 1.04430 -1.58336 0.20
H 1.55090 -0.98249 0.61776 0.21
H -1.39468 -1.25233 1.52123 0.50
H -3.43019 0.67598 -0.71420 0.54

(11)
14
Properties=species:S:1:pos:R:3:nbo_charge:R:1 method="wB97M-V/def2-TZVPD" orbital_gap_ev=7.75 e_lumo_ev=-0.717 homo_ev=-8.462 energy_ha=-1480.701997 max_force_ev_per_a=2.643 relative_energy_kj_mol=0.0
C -1.86914 -0.93558 0.09309 -0.29
C -1.20778 -1.39328 1.16457 -0.53
C 0.47808 0.81240 1.55129 -0.68
O 2.39168 0.23396 0.12615 -0.97
O 0.91333 2.12734 -0.78494 -0.99
O 0.99505 -0.21841 -1.69836 -0.97
P 0.83360 0.64456 -0.23247 2.05
S -1.71940 0.63802 -0.60884 -0.25
S -0.30287 -0.33886 2.26536 0.62
H -2.39516 -1.65039 -0.44412 0.21
H -1.46088 -2.38153 1.71737 0.24
H 2.65774 -0.39418 -0.56370 0.51
H 0.45006 2.78022 -0.31703 0.52
H 0.23566 0.07573 -2.26836 0.52

(12)
12
Properties=species:S:1:pos:R:3:nbo_charge:R:1 method="wB97M-V/def2-TZVPD" orbital_gap_ev="4.49 / 6.35" e_lumo_ev="3.152 / 3.189" homo_ev="-1.342 / -3.157" energy_ha=-461.913970 max_force_ev_per_a=9.568 total_charge=-1 spin_multiplicity=3
H 1.42055 -0.17929 -1.58780 0.18
C 1.20930 -0.73206 -0.65396 -0.17
C -0.23946 -0.72288 -0.27209 -0.17
O -1.56258 -0.31744 0.15773 -0.57
C -1.92369 0.59507 0.98410 0.35
O -2.45623 1.56090 0.23616 -0.71
Pt 3.20722 0.83480 0.71282 -0.33
O 1.79682 -0.09498 0.49580 -0.67
H 1.55087 -1.78142 -0.66198 0.17
H 0.66007 0.11432 0.88496 0.35
H -0.62600 -1.36645 -1.08981 0.10
H -3.03687 2.08943 0.79407 0.48